# 1
Density functional theory data (ωB97M-V with the def2-TZVPD basis set) for a structure of composition C44H113F3N5O23Rb in a non-equilibrium geometry.

Computed properties:
Max |F| (eV/A): 2.13
Total energy (Ha): -4071.974609
Gap between HOMO and LUMO (eV): 7.30
HOMO energy (eV): -8.1

```
! wB97M-V def2-TZVPD RIJCOSX def2/J DEFGRID3
* xyz 0 1
Rb -4.235 -0.216 1.668
C -1.560 -0.367 -0.875
O -1.598 -0.183 0.559
O -2.786 -0.643 -1.274
C -0.879 0.803 -1.562
F -1.351 2.034 -1.215
F 0.451 0.833 -1.335
F -1.035 0.696 -2.910
C -0.378 0.014 1.223
C -0.570 -0.271 2.703
H -1.167 0.456 3.259
H -0.971 -1.279 2.838
H 0.412 -0.259 3.190
H -0.079 1.070 1.113
H 0.504 -0.515 0.839
H -0.872 -1.239 -0.969
C 0.789 -3.845 1.816
O 0.407 -3.711 3.175
C 1.235 -4.440 4.070
C 0.842 -4.047 5.466
N 1.863 -4.540 6.405
C 1.741 -3.933 7.729
C 3.000 -4.216 8.534
O 4.073 -3.518 7.951
C 5.288 -3.753 8.605
H 0.063 -3.261 1.246
H 0.682 -4.886 1.493
H 1.780 -3.495 1.519
H 2.315 -4.296 3.920
H 1.079 -5.506 3.843
H -0.139 -4.449 5.736
H 0.745 -2.946 5.499
H 2.775 -4.247 6.058
H 0.917 -4.360 8.302
H 1.708 -2.831 7.676
H 3.117 -5.294 8.705
H 2.854 -3.770 9.536
H 5.411 -4.797 8.910
H 5.404 -3.119 9.499
H 6.123 -3.481 7.959
C 0.819 3.910 0.585
O 1.617 4.598 -0.346
C 0.929 5.683 -0.968
C 1.941 6.554 -1.684
N 2.352 7.671 -0.834
C 3.533 8.349 -1.298
C 3.795 9.565 -0.447
O 4.145 9.148 0.846
C 4.473 10.206 1.682
H 0.698 4.530 1.479
H 1.268 2.968 0.894
H -0.189 3.712 0.195
H 0.305 6.258 -0.271
H 0.269 5.199 -1.710
H 1.506 6.913 -2.618
H 2.806 5.908 -1.891
H 2.505 7.256 0.083
H 3.389 8.652 -2.343
H 4.436 7.718 -1.393
H 2.868 10.159 -0.388
H 4.532 10.221 -0.938
H 3.555 10.728 1.990
H 5.118 10.947 1.195
H 4.978 9.840 2.571
C 3.471 -1.427 -0.004
O 3.271 -0.080 -0.391
C 4.351 0.455 -1.119
C 4.022 1.825 -1.608
N 2.974 1.820 -2.594
C 2.584 3.123 -3.112
C 3.777 4.025 -3.402
O 3.468 5.139 -4.207
C 3.122 4.785 -5.518
H 2.705 -1.760 0.696
H 4.439 -1.516 0.520
H 3.415 -2.107 -0.868
H 4.520 -0.192 -2.000
H 5.295 0.431 -0.552
H 4.933 2.186 -2.102
H 3.883 2.537 -0.770
H 2.184 1.264 -2.313
H 1.999 3.650 -2.332
H 1.882 2.962 -3.926
H 4.548 3.420 -3.906
H 4.162 4.416 -2.465
H 2.277 4.103 -5.564
H 3.960 4.394 -6.120
H 2.906 5.723 -6.039
C -6.421 -6.759 -4.808
O -5.664 -6.429 -3.682
C -4.970 -5.221 -3.789
C -3.754 -5.255 -4.680
N -2.558 -5.602 -3.946
C -1.337 -5.499 -4.729
C -0.749 -4.108 -4.978
O -0.018 -3.693 -3.830
C 0.488 -2.389 -3.921
H -6.782 -7.768 -4.641
H -5.815 -6.724 -5.719
H -7.258 -6.058 -4.920
H -4.679 -4.981 -2.767
H -5.639 -4.415 -4.127
H -3.634 -4.262 -5.149
H -3.882 -5.918 -5.542
H -2.509 -4.911 -3.193
H -1.465 -5.931 -5.728
H -0.567 -6.076 -4.204
H -1.545 -3.377 -5.199
H -0.074 -4.143 -5.846
H 0.994 -2.198 -4.872
H 1.118 -2.210 -3.050
H -0.333 -1.659 -3.862
C -1.729 4.190 4.216
O -0.425 4.227 3.684
C 0.557 4.382 4.660
C 1.909 4.022 4.115
N 2.052 2.590 3.934
C 3.268 2.243 3.228
C 3.349 0.787 2.895
O 3.396 0.065 4.102
C 3.335 -1.307 3.942
H -1.812 3.541 5.100
H -2.322 3.714 3.436
H -2.042 5.205 4.468
H 0.314 3.784 5.549
H 0.619 5.416 5.034
H 2.642 4.374 4.847
H 2.072 4.539 3.156
H 1.201 2.158 3.608
H 4.126 2.569 3.822
H 3.343 2.798 2.269
H 4.218 0.559 2.267
H 2.451 0.439 2.362
H 4.099 -1.646 3.229
H 2.353 -1.631 3.544
H 3.422 -1.798 4.909
O -3.237 -0.823 4.820
H -2.498 -0.392 5.275
H -4.012 -0.313 5.096
C -1.262 -4.993 -0.573
C -2.326 -3.918 -0.581
O -2.471 -3.381 -1.926
O -0.043 -4.537 -1.093
H -1.635 -5.873 -1.119
H -1.224 -5.327 0.472
H -2.082 -3.088 0.069
H -3.311 -4.334 -0.331
H -2.587 -2.408 -1.777
H -0.290 -4.215 -1.989
C -4.313 2.382 -1.103
C -3.731 3.021 0.146
O -4.521 2.779 1.312
O -5.460 3.134 -1.523
H -4.641 1.352 -0.922
H -3.564 2.368 -1.894
H -3.613 4.076 -0.110
H -2.759 2.550 0.275
H -5.218 3.446 1.268
H -5.430 3.206 -2.480
C -5.557 -1.295 -3.412
C -4.343 -1.505 -4.254
O -3.465 -0.397 -4.277
O -5.420 -1.489 -2.000
H -6.297 -2.022 -3.765
H -5.999 -0.301 -3.544
H -4.683 -1.625 -5.287
H -3.826 -2.432 -3.992
H -3.085 -0.291 -3.366
H -4.511 -1.204 -1.762
C 0.123 0.222 -7.435
C -1.259 0.422 -6.939
O -1.846 -0.819 -6.566
O 0.091 -0.492 -8.635
H 0.631 -0.380 -6.670
H 0.639 1.182 -7.492
H -1.910 0.862 -7.707
H -1.295 1.055 -6.052
H -2.568 -0.647 -5.923
H 0.999 -0.789 -8.768
C -4.139 -4.400 3.934
C -3.022 -4.701 2.957
O -2.312 -3.548 2.638
O -3.699 -3.717 5.082
H -4.611 -5.328 4.261
H -4.956 -3.795 3.504
H -3.467 -5.142 2.062
H -2.380 -5.421 3.476
H -1.395 -3.551 2.971
H -3.311 -2.862 4.855
*
```

***

# 2
Density functional theory data (ωB97M-V with the def2-TZVPD basis set) for a cluster of 11 separate species, C44H116N10O20 in total in a non-equilibrium geometry.

Computed properties:
Max |F| (eV/A): 2.55
Total energy (Ha): -3798.172185
Relative energy (zero: lowest compared OMol25 entry of this formula, charge and spin) (kJ/mol): 0.0
Gap between HOMO and LUMO (eV): 8.51
HOMO energy (eV): -8.0

```
! wB97M-V def2-TZVPD RIJCOSX def2/J DEFGRID3
* xyz 0 1
C -5.373 3.107 -1.450
O -4.066 2.574 -1.298
C -3.796 1.569 -2.276
C -2.711 2.005 -3.191
N -2.988 3.315 -3.715
C -1.860 3.884 -4.382
C -2.197 5.321 -4.735
O -2.494 5.994 -3.548
C -3.456 6.989 -3.638
H -5.610 3.318 -2.494
H -5.354 4.093 -0.953
H -6.140 2.562 -0.893
H -4.687 1.255 -2.826
H -3.400 0.694 -1.742
H -2.565 1.253 -3.973
H -1.770 2.005 -2.611
H -3.306 3.955 -2.998
H -1.676 3.369 -5.329
H -0.914 3.938 -3.816
H -3.109 5.292 -5.364
H -1.445 5.834 -5.347
H -3.764 7.234 -2.614
H -4.306 6.645 -4.228
H -3.022 7.945 -3.973
C 2.399 -5.353 -4.995
O 1.510 -4.570 -4.273
C 2.000 -3.334 -3.831
C 0.845 -2.637 -3.131
N 0.286 -3.431 -2.048
C 0.959 -3.247 -0.779
C 0.349 -3.986 0.381
O 0.847 -5.285 0.590
C 0.439 -6.223 -0.392
H 2.973 -4.858 -5.786
H 1.765 -6.086 -5.503
H 3.136 -5.926 -4.408
H 2.427 -2.687 -4.604
H 2.816 -3.517 -3.106
H 0.098 -2.461 -3.924
H 1.091 -1.621 -2.805
H 0.232 -4.395 -2.352
H 1.023 -2.163 -0.625
H 2.040 -3.515 -0.835
H -0.754 -4.001 0.274
H 0.504 -3.428 1.309
H -0.657 -6.199 -0.554
H 0.651 -7.222 -0.008
H 0.920 -6.080 -1.369
C 3.003 -1.439 2.265
O 3.010 -1.207 3.640
C 3.873 -2.042 4.360
C 3.573 -1.991 5.809
N 2.222 -2.549 6.043
C 1.872 -2.628 7.456
C 0.410 -2.872 7.628
O -0.359 -1.697 7.310
C -1.571 -1.639 7.992
H 3.682 -0.765 1.729
H 1.993 -1.385 1.858
H 3.372 -2.454 2.046
H 4.931 -1.751 4.178
H 3.862 -3.077 3.982
H 3.596 -0.980 6.240
H 4.337 -2.646 6.243
H 1.569 -1.919 5.570
H 2.159 -1.767 8.083
H 2.336 -3.547 7.839
H 0.219 -3.154 8.674
H 0.057 -3.703 7.002
H -2.183 -0.867 7.533
H -1.460 -1.413 9.061
H -2.094 -2.606 7.938
C -4.141 -5.450 6.296
O -4.339 -4.559 5.237
C -3.195 -4.463 4.453
C -3.546 -3.789 3.162
N -3.893 -2.354 3.395
C -4.281 -1.711 2.126
C -4.533 -0.250 2.431
O -5.539 -0.182 3.405
C -5.598 1.033 4.021
H -3.278 -5.150 6.916
H -3.988 -6.481 5.948
H -5.005 -5.456 6.960
H -2.739 -5.444 4.262
H -2.433 -3.866 4.986
H -4.456 -4.333 2.844
H -2.754 -3.885 2.425
H -4.732 -2.419 3.976
H -5.143 -2.176 1.618
H -3.424 -1.812 1.449
H -4.721 0.361 1.535
H -3.583 0.172 2.808
H -5.819 1.828 3.317
H -4.683 1.254 4.583
H -6.401 0.944 4.754
C -2.641 3.458 1.678
O -1.648 4.389 1.258
C -1.835 4.774 -0.067
C -1.124 6.069 -0.359
N 0.310 6.036 -0.206
C 0.914 5.183 -1.206
C 2.420 5.352 -1.377
O 3.202 5.469 -0.211
C 3.038 4.476 0.741
H -2.807 2.588 1.034
H -3.615 3.998 1.685
H -2.417 3.179 2.705
H -2.901 5.030 -0.255
H -1.634 3.988 -0.811
H -1.580 6.771 0.353
H -1.431 6.439 -1.351
H 0.683 6.971 -0.152
H 0.415 5.405 -2.169
H 0.626 4.155 -0.973
H 2.631 6.195 -2.033
H 2.784 4.451 -1.899
H 3.074 3.439 0.361
H 2.090 4.593 1.281
H 3.884 4.443 1.436
C 2.245 -2.333 -8.017
O 3.086 -2.643 -6.939
C 4.343 -1.988 -7.072
C 5.210 -2.314 -5.882
N 5.205 -1.279 -4.907
C 6.129 -1.584 -3.818
C 5.697 -0.899 -2.548
O 4.460 -1.471 -2.139
C 3.689 -0.596 -1.306
H 1.324 -2.887 -7.874
H 2.717 -2.686 -8.944
H 2.068 -1.255 -8.045
H 4.183 -0.941 -7.347
H 4.845 -2.435 -7.959
H 6.231 -2.398 -6.267
H 4.961 -3.278 -5.421
H 4.282 -1.230 -4.475
H 7.170 -1.439 -4.098
H 6.032 -2.663 -3.529
H 5.571 0.183 -2.765
H 6.449 -0.974 -1.750
H 3.001 -1.274 -0.792
H 3.091 0.074 -1.930
H 4.281 -0.075 -0.554
N -1.019 0.021 0.147
C -0.054 0.924 -0.211
N 0.511 1.615 0.851
O 0.354 1.113 -1.376
H -1.299 -0.097 1.132
H -1.365 -0.634 -0.541
H 1.097 2.406 0.705
H 0.135 1.459 1.779
N 0.123 0.528 4.914
C -0.816 -0.153 4.117
N -1.453 -1.261 4.686
O -0.981 0.177 2.915
H -0.003 0.475 5.903
H 0.624 1.281 4.440
H -2.299 -1.622 4.233
H -1.075 -1.626 5.544
O -2.556 -2.007 -1.391
C -3.893 -2.409 -1.513
C -4.308 -2.602 -2.937
O -3.798 -3.848 -3.435
H -1.934 -2.570 -1.893
H -4.145 -3.328 -0.960
H -4.535 -1.607 -1.139
H -3.855 -1.782 -3.526
H -5.393 -2.495 -3.088
H -3.908 -3.876 -4.387
O 0.833 1.816 -4.007
C 2.223 1.745 -4.306
C 2.421 2.346 -5.657
O 2.494 3.798 -5.544
H 0.676 1.511 -3.076
H 2.700 2.369 -3.535
H 2.606 0.717 -4.258
H 1.558 2.094 -6.284
H 3.355 1.967 -6.096
H 2.123 4.181 -6.339
O 1.039 3.273 4.319
C 2.358 3.662 3.875
C 3.303 3.536 5.046
O 4.588 4.017 4.678
H 0.563 4.059 4.591
H 2.697 3.040 3.052
H 2.341 4.712 3.575
H 3.368 2.474 5.324
H 2.855 4.017 5.926
H 4.960 4.473 5.439
*
```